A structure of composition C34H51N4O8PSSiSn, computed with wB97M-V/def2-TZVPD.

- Charge: +2
- F_max: 0.142 eV/Å
- Kohn-Sham gap: 0.333 hartree
- E_tot: -3390.30784 Eh
- HOMO level: -14.151 eV
- Energy relative to the best compared isomer or geometry (same formula, charge and spin): 0.020 eV

Geometry as XYZ:
```
101
Properties=species:S:1:pos:R:3:forces:R:3:mulliken_charge:R:1
Sn -2.114 -1.131 -0.549 -0.11 -0.07 0.06 1.2319
S 0.783 0.589 0.019 0.06 -0.03 0.02 -0.6132
P 0.238 2.068 1.342 -0.05 0.04 0.01 1.7528
Si 1.710 -1.080 1.177 -0.02 0.06 0.06 -1.7368
O -2.130 -0.294 1.404 0.06 0.02 0.03 -0.6026
O -3.016 2.756 -2.022 -0.01 -0.01 -0.02 -0.1585
O 3.287 -0.907 1.227 0.03 -0.07 -0.08 0.9597
O -2.098 0.882 -1.388 -0.05 0.02 -0.02 0.0196
O 1.103 -2.329 0.363 -0.02 -0.05 -0.01 0.6433
O 1.029 -0.966 2.636 0.02 0.05 0.05 0.2823
O -3.223 1.655 1.472 0.01 0.01 0.01 -0.6954
O -3.557 -2.360 -7.769 0.00 0.01 -0.01 -0.5707
N -3.392 -1.465 -2.902 0.07 0.07 -0.02 0.0530
N -4.376 -0.085 -0.403 0.04 -0.01 -0.02 -0.6128
N -5.542 -3.264 -7.160 0.00 -0.01 0.00 -0.3460
N -4.345 1.106 -1.146 -0.04 0.00 -0.01 -0.0168
C 1.507 -2.650 -1.986 0.01 0.00 0.00 -1.0197
C 0.427 -4.404 -0.558 -0.01 0.00 0.00 -1.5217
C -2.854 -0.869 -3.973 -0.02 0.01 -0.03 -0.3415
C -1.060 1.517 2.480 0.02 0.00 0.02 0.1504
C 2.095 -2.939 3.610 0.00 0.00 0.01 -1.4989
C -4.659 -2.859 -4.376 0.00 0.01 -0.01 -0.7233
C -1.749 5.365 0.079 -0.01 -0.01 0.02 -0.8168
C 0.837 -1.283 4.994 0.00 0.01 -0.01 -1.7411
C 0.138 3.606 -0.960 0.00 0.00 0.00 -0.3434
C -4.270 -2.447 -3.112 0.01 -0.04 0.02 -0.6262
C 1.935 2.075 3.524 -0.01 0.01 -0.02 -0.3135
C -4.378 -2.619 -6.920 0.00 -0.01 0.01 0.2105
C 0.894 -2.009 3.661 -0.03 0.00 -0.02 1.7357
C 2.239 3.870 1.926 0.01 0.00 0.00 -0.6030
C 5.641 -1.179 1.103 0.00 0.00 0.00 -1.6473
C 4.601 1.099 1.179 -0.01 0.00 -0.01 -1.4499
C -3.131 1.571 -1.499 0.04 0.00 0.02 0.4925
C 3.628 3.742 3.882 0.00 0.00 0.00 -0.6311
C 4.372 -0.304 -0.877 0.00 0.01 0.01 -1.2897
C 4.480 -0.316 0.639 -0.01 0.04 0.03 1.7087
C -0.402 -2.753 3.381 0.01 -0.01 -0.02 -1.1446
C 2.854 -3.905 -0.270 -0.01 -0.01 0.00 -1.4003
C -2.259 0.953 1.737 -0.01 0.01 -0.09 -0.3520
C -4.170 3.612 -2.171 0.00 0.01 0.01 -1.0399
C -1.201 5.589 -1.177 0.01 0.00 -0.01 -0.7412
C 3.271 4.375 2.700 -0.01 0.01 -0.01 -0.7120
C -1.354 4.265 0.825 0.00 0.01 -0.01 -0.5064
C -3.173 -1.221 -5.270 0.00 -0.01 0.01 -0.8311
C -0.265 4.706 -1.699 0.00 0.02 0.01 -0.7631
C -4.101 -2.232 -5.482 0.00 0.00 0.00 0.7455
C 1.495 -3.325 -0.623 0.02 0.02 -0.01 1.5081
C 2.959 2.597 4.295 0.01 -0.01 0.01 -0.7774
C 1.572 2.715 2.338 -0.01 -0.01 0.01 0.7243
C -0.403 3.385 0.307 0.06 -0.01 -0.03 0.5123
H -4.477 0.161 0.585 0.01 -0.02 0.00 0.3119
H -4.667 -2.944 -2.233 0.00 0.01 0.00 0.4757
H 6.577 -0.790 0.703 0.00 0.00 0.00 0.4188
H -0.609 0.744 3.101 0.01 -0.03 0.00 -0.4868
H 3.024 -2.382 3.741 0.00 0.00 -0.01 0.3342
H -0.568 -3.520 4.139 0.00 0.00 0.00 0.5073
H -2.704 -0.743 -6.118 0.00 0.00 0.00 0.5090
H 3.764 1.714 0.843 0.01 -0.01 0.00 0.2044
H 2.264 -1.867 -2.031 0.00 0.01 0.00 0.1099
H -1.792 4.105 1.800 0.00 0.00 0.01 0.3779
H 4.616 1.090 2.268 0.00 0.00 0.02 0.2915
H 4.351 -1.313 -1.284 -0.01 -0.03 0.00 0.2807
H 0.162 4.881 -2.677 0.00 0.00 0.00 0.4810
H -0.550 -3.999 -0.827 0.00 0.00 0.00 0.1154
H -5.753 -3.500 -8.116 0.00 0.00 0.00 0.2470
H 0.666 -5.210 -1.252 0.00 0.00 0.00 0.4686
H 0.878 2.929 -1.367 -0.01 0.01 0.00 0.5155
H 3.237 2.109 5.220 0.00 0.00 0.00 0.4840
H -2.472 6.056 0.490 0.00 0.00 -0.01 0.4811
H -6.281 -3.318 -6.484 0.00 0.00 0.00 0.1826
H 3.788 5.271 2.385 0.00 0.00 0.00 0.4616
H 0.369 -4.822 0.447 0.00 0.00 0.00 0.3335
H 1.769 -0.749 5.183 0.00 0.01 -0.01 0.3303
H 0.004 -0.578 5.022 -0.01 0.00 -0.01 0.2613
H 5.703 -1.180 2.191 0.00 0.00 0.00 0.3421
H 1.433 1.171 3.836 0.00 -0.03 0.02 -0.0154
H 5.522 -2.206 0.759 0.00 0.00 0.00 0.3471
H -4.561 3.884 -1.191 0.00 0.00 0.00 0.3825
H 2.134 -3.477 2.662 0.01 0.00 -0.01 0.0989
H -0.357 -3.235 2.403 0.00 0.00 0.01 -0.0958
H 4.428 4.146 4.488 0.00 0.00 0.00 0.4281
H 2.023 -3.679 4.407 0.00 0.00 0.00 0.5497
H -2.132 -0.084 -3.777 0.00 -0.01 0.00 0.5914
H 5.241 0.203 -1.297 0.00 -0.01 0.00 0.5661
H -5.096 1.763 -0.990 0.00 0.00 0.01 0.3101
H 5.525 1.556 0.824 0.00 0.00 0.00 0.6301
H -1.496 6.460 -1.747 0.00 0.00 0.00 0.4640
H -4.924 3.126 -2.790 0.00 0.00 0.00 0.4108
H -3.801 4.499 -2.672 0.00 0.00 0.00 0.2362
H 1.722 -3.377 -2.769 0.01 0.00 0.00 0.5555
H 2.818 -4.427 0.686 0.00 0.01 0.01 0.3496
H -5.140 -0.659 -0.742 -0.02 0.00 0.02 0.3287
H -1.247 -2.064 3.391 -0.01 0.01 0.00 0.2190
H -5.355 -3.680 -4.475 0.00 0.00 0.01 0.4067
H 0.691 -2.000 5.801 0.00 0.00 0.00 0.5352
H 1.953 4.379 1.015 -0.01 0.00 -0.01 0.4607
H 3.613 -3.128 -0.213 0.03 0.03 0.00 0.0917
H 3.156 -4.623 -1.033 0.00 -0.01 0.00 0.5328
H 3.482 0.239 -1.203 0.00 0.00 0.00 0.1364
H -1.340 2.377 3.088 0.00 -0.01 0.01 0.9462
H 0.531 -2.206 -2.197 -0.01 0.00 -0.01 -0.0475
```
Forces are in eV/Å.


A cluster of 5 separate species, C34H52FN6O3P2S in total, computed with wB97M-V/def2-TZVPD.

- Charge: +1
- F_max: 0.601 eV/Å
- Kohn-Sham gap: 0.326 hartree
- E_tot: -3061.56698 Eh
- HOMO level: -11.327 eV

Geometry as XYZ:
```
99
Properties=species:S:1:pos:R:3:forces:R:3:mulliken_charge:R:1
S -1.310 1.987 -4.001 -0.03 -0.03 -0.02 -0.3546
P -0.123 1.095 -2.827 0.15 0.07 -0.02 0.5840
P -3.108 -1.571 2.073 0.20 -0.45 -0.35 0.6937
F -5.205 -2.542 -0.204 -0.13 0.14 0.22 -0.2933
O -3.255 -3.142 1.793 0.00 0.16 0.18 -0.6072
O -1.969 -1.608 3.217 -0.05 0.12 -0.19 -0.1725
O 3.502 0.840 0.291 0.20 -0.04 -0.16 -0.4389
N -0.656 -4.910 5.808 -0.01 -0.02 -0.03 -0.5530
N -3.840 6.007 -5.092 0.02 0.01 0.00 -0.5242
N 0.541 2.899 2.173 -0.02 0.00 -0.02 -0.2634
N -0.914 0.323 -1.359 -0.06 0.06 -0.10 -0.3509
N -4.420 -0.825 2.301 0.25 0.26 0.14 -0.9023
N 3.784 0.566 -3.719 -0.25 0.01 -0.06 -0.1119
C 1.653 5.453 2.278 -0.01 -0.01 0.00 -0.2928
C 0.067 -0.472 -0.505 0.04 0.06 -0.09 0.0544
C 0.310 -5.298 6.636 0.03 0.02 0.00 -0.3106
C -2.184 -0.975 0.594 -0.21 -0.11 -0.02 -1.0672
C 6.081 0.653 -4.389 0.00 0.00 0.00 -0.7235
C 0.282 5.273 2.369 0.00 0.01 0.00 -0.5547
C 5.714 0.675 -5.724 -0.01 0.00 0.01 -0.1868
C -0.672 -1.243 0.626 0.12 0.12 0.07 0.4176
C -4.944 6.749 -5.130 -0.02 -0.02 0.01 -0.2317
C 4.070 -0.088 1.211 -0.09 -0.03 0.04 0.2933
C 1.044 -2.906 1.554 0.06 0.02 -0.10 0.0137
C 1.212 -4.345 2.022 0.01 -0.09 0.02 -1.5912
C -6.276 5.027 -4.157 0.01 0.01 -0.01 -0.4425
C 3.445 0.587 -5.008 0.09 0.00 -0.04 -0.0026
C 1.274 -3.120 6.723 -0.01 -0.01 -0.01 -0.5297
C 2.547 0.292 -0.589 -0.03 0.14 0.09 -0.5499
C -3.010 -2.749 -1.184 0.13 0.03 0.05 -0.9389
C -5.133 4.244 -4.113 0.00 -0.01 0.00 -0.1525
C 4.365 0.642 -6.043 0.00 -0.01 0.00 -0.7423
C 1.294 -4.446 7.121 0.00 -0.01 0.00 -0.2840
C -4.428 -3.316 -1.047 0.02 -0.03 -0.06 -0.6546
C 2.461 4.335 2.138 0.01 -0.01 0.03 -0.8106
C 5.282 -0.798 0.638 0.06 0.00 -0.05 -1.4063
C 1.159 0.459 0.034 -0.01 -0.05 -0.04 -2.0044
C -6.180 6.307 -4.677 -0.01 0.01 0.00 -0.3066
C -0.668 -3.632 5.434 0.05 -0.05 0.00 -0.3174
C -0.222 3.983 2.311 0.02 0.01 0.00 -0.1836
C 0.272 -2.704 5.860 0.01 0.03 0.00 -0.2274
C -2.057 -0.520 -1.869 0.07 0.05 0.00 -1.6819
C -0.214 -2.713 0.703 -0.02 0.03 -0.11 -1.4854
C -3.947 4.780 -4.591 -0.02 0.01 0.00 0.0490
C -2.845 -1.265 -0.770 -0.13 0.07 -0.02 0.4737
C 5.083 0.600 -3.427 0.01 0.01 0.04 -0.0324
C 1.862 3.087 2.096 -0.18 -0.01 0.02 0.2282
H 2.052 -4.819 7.796 0.00 0.00 0.00 0.3877
H -4.139 -3.421 2.072 -0.04 -0.06 -0.05 0.3915
H 0.213 -1.675 5.528 -0.01 0.00 0.01 0.3971
H 2.383 0.560 -5.235 0.00 0.00 0.00 0.3084
H -4.943 -3.338 -2.006 0.01 0.00 -0.06 0.3369
H -4.406 -4.322 -0.633 0.03 -0.07 -0.05 0.2987
H 0.859 1.850 -2.183 0.01 -0.04 0.04 0.2134
H 6.464 0.718 -6.503 0.00 0.00 0.00 0.4016
H -7.043 6.955 -4.735 0.00 0.00 0.00 0.3618
H -1.014 -3.328 1.113 0.00 0.03 0.12 0.6078
H -1.593 -1.209 -2.579 0.00 -0.02 0.06 0.5989
H 1.248 0.310 1.110 0.05 -0.10 -0.03 0.6237
H 5.009 -1.590 -0.062 -0.04 0.04 -0.01 0.3002
H -4.838 7.745 -5.543 0.01 0.00 0.00 0.3676
H 2.639 0.838 -1.530 0.04 -0.13 -0.03 0.1853
H 5.871 -1.248 1.438 -0.04 -0.04 -0.01 0.4680
H -1.596 -0.736 3.391 -0.04 0.09 0.22 0.2568
H 3.311 -0.816 1.523 0.01 0.04 0.06 -0.1161
H 0.299 -6.342 6.930 -0.01 0.00 0.00 0.3863
H 2.755 -0.762 -0.817 0.02 -0.01 0.09 0.4294
H -4.593 -0.392 3.197 -0.20 -0.04 -0.07 0.2433
H 4.029 0.658 -7.070 0.00 0.00 0.00 0.3780
H 4.342 0.496 2.091 0.06 0.00 -0.04 0.4163
H -0.026 -3.095 -0.307 -0.07 -0.06 0.03 0.5224
H 0.849 1.504 -0.055 0.00 0.00 0.09 0.7518
H 0.544 -0.072 -3.234 0.04 0.00 0.01 0.0875
H -7.223 4.646 -3.797 0.00 0.00 0.00 0.3684
H -0.388 6.114 2.483 0.00 0.00 0.00 0.3822
H -3.837 -0.814 -0.732 0.01 -0.03 0.01 1.1490
H -1.291 3.814 2.382 0.00 -0.01 0.00 0.3818
H 1.929 -2.605 0.980 -0.01 0.06 0.05 -0.0883
H -5.159 3.236 -3.720 0.00 0.00 0.00 0.3409
H -0.310 -0.769 1.539 -0.11 -0.06 0.05 0.8389
H 0.993 -2.243 2.425 -0.02 -0.05 0.02 0.3062
H 7.120 0.680 -4.091 0.00 0.00 0.00 0.3673
H 2.021 -2.424 7.083 0.00 0.00 0.00 0.3904
H 0.492 -1.187 -1.217 -0.01 -0.04 0.05 0.9507
H 0.346 -4.664 2.605 0.02 0.01 0.00 0.3270
H -3.032 4.197 -4.571 -0.03 0.02 0.00 0.1617
H -1.279 1.105 -0.806 -0.05 -0.09 0.07 0.7054
H -2.702 0.148 -2.436 0.02 -0.02 -0.03 0.3649
H 1.322 -5.033 1.181 -0.02 0.04 -0.02 0.3465
H -1.460 -3.337 4.758 0.00 -0.01 0.03 0.6015
H 3.536 4.423 2.065 0.00 0.00 0.00 0.4187
H 5.916 -0.083 0.113 0.01 0.02 0.07 0.2881
H -2.319 0.104 0.770 0.04 -0.01 -0.09 0.1205
H 2.459 2.191 1.979 0.07 0.06 -0.02 0.3018
H -2.312 -3.371 -0.630 -0.02 0.01 0.04 0.0381
H -2.738 -2.846 -2.237 0.00 -0.06 0.01 0.6655
H 2.083 6.445 2.316 0.00 0.00 0.00 0.3968
H 2.094 -4.457 2.654 -0.01 0.03 -0.01 0.4433
H 5.337 0.588 -2.373 -0.01 0.00 0.01 0.3046
```
Forces are in eV/Å.


Q: The highest Kohn-Sham gap belongs to which entry?
A: C34H51N4O8PSSiSn


Q: What is the F_max in the second record?
A: 0.601 eV/Å


Q: Which value of F_max does entry 2 give?
A: 0.601 eV/Å


Q: What is the formula in the first record?
A: C34H51N4O8PSSiSn